# 1
Formula: C14H56N28O14
Source: the Open Molecules 2025 dataset
Level of theory: ωB97M-V/def2-TZVPD

Its net charge is 0. Its relative energy (zero: lowest compared OMol25 entry of this formula, charge and spin) is 1120.4 kJ/mol. The HOMO-LUMO gap comes out at 9.0 eV.

Each line ends with the Mulliken charge.
Element x y z (Å)
C: -0.2499 -0.3863 -0.5899  0.626
O: -0.3302 -1.5558 -0.4349  -0.662
N: -0.9606 0.4516 0.1568  -0.326
N: 0.3958 0.1830 -1.5875  -0.329
H: -1.3842 1.2287 -0.3298  0.182
H: -1.5179 0.1113 0.9274  0.189
H: 0.4255 1.1669 -1.8133  0.155
H: 0.9055 -0.3539 -2.2746  0.160
C: 1.6572 3.1016 5.3589  0.759
O: 2.2725 2.6795 6.2775  -0.697
N: 1.5069 4.3208 5.1334  -0.335
N: 0.9713 2.3151 4.5577  -0.348
H: 0.8524 4.5980 4.4158  0.125
H: 1.9124 4.9981 5.7634  0.213
H: 0.5862 2.8120 3.7672  0.114
H: 0.8513 1.3574 4.8552  0.176
C: 0.7279 -6.5072 0.8848  0.660
O: 1.1313 -7.6840 0.9644  -0.708
N: -0.5218 -6.2222 0.7280  -0.358
N: 1.4519 -5.4914 0.5760  -0.328
H: -1.1738 -6.9772 0.8861  0.192
H: -0.7976 -5.3442 0.3120  0.164
H: 2.4489 -5.6193 0.6746  0.221
H: 1.0298 -4.5796 0.6792  0.165
C: 3.1083 4.0893 -0.3816  0.685
O: 2.3331 4.4357 -1.3135  -0.706
N: 4.0330 3.1369 -0.6152  -0.387
N: 3.1543 4.7452 0.7496  -0.375
H: 3.9582 2.6718 -1.5086  0.214
H: 4.5755 2.7973 0.1662  0.175
H: 2.4608 5.4331 1.0066  0.234
H: 3.9213 4.4981 1.3585  0.157
C: -4.4636 0.5398 5.1943  0.741
O: -4.6486 0.0167 4.1038  -0.687
N: -5.2892 1.5823 5.3046  -0.454
N: -3.7750 0.2714 6.2817  -0.362
H: -6.0082 1.6443 4.5980  0.222
H: -5.2281 2.0475 6.1990  0.142
H: -3.5236 0.9738 6.9625  0.191
H: -3.4075 -0.6354 6.5325  0.214
C: 4.3356 -1.7902 2.6261  0.699
O: 4.6366 -2.2660 1.5455  -0.689
N: 3.6661 -0.6948 2.7545  -0.336
N: 4.6246 -2.3718 3.7571  -0.415
H: 3.2142 -0.3225 1.9316  0.188
H: 3.4959 -0.4580 3.7215  0.163
H: 4.7259 -1.8411 4.6105  0.185
H: 5.0466 -3.2893 3.7394  0.205
C: 0.0202 -2.8563 5.1721  0.692
O: 0.5141 -1.8437 5.5764  -0.695
N: -0.5786 -2.8164 3.9949  -0.257
N: 0.0491 -3.9549 5.8264  -0.389
H: -0.3880 -2.0264 3.3952  0.108
H: -1.1477 -3.5504 3.5981  0.117
H: -0.3225 -4.7714 5.3623  0.169
H: 0.4610 -3.9399 6.7485  0.238
C: 4.2063 -4.5256 -3.9551  0.713
O: 4.3632 -4.4519 -5.1295  -0.644
N: 3.8995 -5.6648 -3.3468  -0.388
N: 4.2231 -3.6148 -3.0446  -0.290
H: 3.6741 -5.5906 -2.3651  0.123
H: 3.8207 -6.4636 -3.9598  0.202
H: 3.7386 -3.8531 -2.1910  0.118
H: 4.4563 -2.6717 -3.3208  0.168
C: -2.6633 5.1871 2.8074  0.713
O: -1.4829 5.4182 2.6570  -0.665
N: -3.3586 4.1661 2.3904  -0.301
N: -3.5442 5.9399 3.5046  -0.455
H: -2.9756 3.3185 1.9966  0.117
H: -4.3457 4.3626 2.3068  0.159
H: -4.5452 5.8445 3.5997  0.185
H: -3.0529 6.8203 3.5645  0.243
C: -1.7181 4.1986 -5.8416  0.683
O: -1.6024 5.4682 -5.6511  -0.730
N: -2.5730 3.8295 -6.6866  -0.399
N: -0.8837 3.2524 -5.4867  -0.281
H: -2.9132 2.8818 -6.6077  0.195
H: -3.1088 4.5593 -7.1343  0.221
H: -1.1369 2.3197 -5.7802  0.129
H: 0.0135 3.3953 -5.0453  0.179
C: 5.3431 1.2812 -4.9142  0.658
O: 4.3357 1.1565 -4.2351  -0.652
N: 6.0247 0.2427 -5.3365  -0.407
N: 5.8806 2.4462 -5.1707  -0.400
H: 6.8274 0.2897 -5.9476  0.169
H: 5.5025 -0.6218 -5.3429  0.215
H: 6.6400 2.5048 -5.8340  0.171
H: 5.4274 3.2056 -4.6829  0.245
C: 0.1682 -1.2602 -7.1204  0.659
O: -0.9076 -0.9219 -6.6266  -0.711
N: 0.9101 -2.1166 -6.5810  -0.312
N: 0.5037 -0.9078 -8.3337  -0.388
H: 1.6766 -2.5954 -7.0320  0.159
H: 0.6531 -2.6537 -5.7652  0.210
H: -0.1654 -0.4690 -8.9500  0.214
H: 1.3117 -1.1527 -8.8879  0.172
C: -4.6577 -5.4416 3.0168  0.765
O: -4.3480 -5.4193 4.2049  -0.689
N: -4.6812 -4.3958 2.2426  -0.381
N: -5.0699 -6.5133 2.3663  -0.432
H: -4.4688 -3.5023 2.6630  0.194
H: -4.9698 -4.4604 1.2769  0.146
H: -5.2452 -7.2564 3.0274  0.236
H: -5.3779 -6.4728 1.4052  0.170
C: -4.7185 3.6217 -1.9131  0.665
O: -4.4767 2.5542 -1.3467  -0.638
N: -4.1203 4.7431 -1.4496  -0.397
N: -5.7665 3.8245 -2.7063  -0.396
H: -3.3941 4.7216 -0.7479  0.182
H: -4.6844 5.5802 -1.4159  0.204
H: -6.2379 3.0598 -3.1680  0.223
H: -6.1505 4.7456 -2.8623  0.156

# 2
Formula: C14H56O14
Source: the Open Molecules 2025 dataset
Level of theory: ωB97M-V/def2-TZVPD

Its net charge is 0. Its relative energy (zero: lowest compared OMol25 entry of this formula, charge and spin) is 58.3 kJ/mol. The HOMO-LUMO gap comes out at 9.2 eV.

Each line ends with the Mulliken charge.
Element x y z (Å)
C: -20.5232 -27.1859 -11.1759  -0.237
O: -21.5205 -27.6727 -10.2738  -0.600
H: -20.2143 -27.9635 -11.8698  -0.118
H: -20.8637 -26.3279 -11.7614  0.389
H: -19.6827 -26.8003 -10.6076  0.221
H: -21.6800 -26.9592 -9.6494  0.267
C: -17.6141 -27.3268 -8.8519  -0.250
O: -16.9421 -27.0792 -10.0681  -0.650
H: -17.7446 -26.3883 -8.3115  0.368
H: -18.6244 -27.7426 -8.9288  -0.149
H: -17.0531 -28.0635 -8.2723  0.063
H: -17.1437 -27.7363 -10.8095  0.585
C: -21.3368 -30.0819 -7.8569  -0.890
O: -20.9660 -30.1855 -9.2370  -0.374
H: -22.3834 -29.7704 -7.8208  0.346
H: -21.1675 -31.0550 -7.4019  0.293
H: -20.7780 -29.2982 -7.3376  0.245
H: -21.3260 -29.3838 -9.6631  0.249
C: -19.3297 -33.3931 -8.0439  -0.820
O: -19.1445 -32.3646 -9.0235  0.146
H: -18.7300 -34.2576 -8.3286  0.295
H: -19.0368 -33.0367 -7.0551  0.269
H: -20.3549 -33.7672 -8.0242  0.289
H: -19.9562 -31.8293 -9.0187  0.029
C: -15.6563 -32.0324 -7.3889  -0.750
O: -16.6512 -31.0736 -7.7132  -0.425
H: -15.2496 -32.5223 -8.2771  0.226
H: -14.8347 -31.5731 -6.8409  0.352
H: -16.0343 -32.8083 -6.7152  0.330
H: -17.3865 -31.5491 -8.1177  0.127
C: -19.0127 -25.4663 -14.0804  -0.408
O: -20.3652 -25.8278 -14.3290  -0.519
H: -18.9519 -24.7516 -13.2607  0.293
H: -18.4412 -26.3301 -13.7204  0.019
H: -18.4835 -25.0884 -14.9549  0.349
H: -20.4089 -26.1709 -15.2250  0.293
C: -19.7993 -29.6600 -14.8869  -0.703
O: -18.6479 -29.8347 -14.0824  0.434
H: -20.6380 -30.3292 -14.6863  0.261
H: -20.0396 -28.6022 -14.7752  0.127
H: -19.5931 -29.8520 -15.9478  0.287
H: -18.4362 -30.7816 -13.9941  -0.092
C: -17.4019 -33.2191 -14.6575  -0.763
O: -18.3907 -32.6136 -13.8352  -0.403
H: -17.2996 -34.2913 -14.4814  0.340
H: -17.6170 -33.0597 -15.7137  0.286
H: -16.4294 -32.7456 -14.4890  0.221
H: -18.3284 -33.0280 -12.9536  0.397
C: -14.9871 -30.2682 -13.6173  -0.018
O: -14.3256 -30.9768 -14.6505  -0.548
H: -15.5737 -29.4751 -14.0811  0.019
H: -15.6584 -30.9596 -13.0955  -0.112
H: -14.3728 -29.7515 -12.8740  0.320
H: -13.7942 -31.6629 -14.2370  0.305
C: -14.6907 -28.3699 -7.8667  -0.590
O: -15.5578 -28.6782 -6.7858  -0.576
H: -13.6757 -28.7086 -7.6396  0.288
H: -15.0237 -28.8567 -8.7886  0.136
H: -14.7180 -27.2993 -8.0648  0.283
H: -15.9726 -29.5276 -6.9900  0.552
C: -17.7383 -29.9039 -10.9039  0.235
O: -17.3331 -28.8716 -11.8025  -0.520
H: -17.6552 -30.8892 -11.3726  -0.122
H: -17.0745 -29.8864 -10.0413  -0.041
H: -18.7738 -29.7714 -10.5828  0.286
H: -17.7854 -29.0259 -12.6593  0.294
C: -21.2825 -32.0164 -12.1985  -0.122
O: -22.6905 -31.9951 -12.2969  -0.603
H: -20.8717 -31.1618 -11.6435  -0.030
H: -20.9744 -32.8679 -11.5939  0.196
H: -20.7463 -31.9791 -13.1482  0.255
H: -22.9793 -31.2843 -12.8737  0.324
C: -17.0397 -34.4276 -10.8195  -0.807
O: -18.0631 -33.5897 -11.3058  -0.433
H: -17.4335 -35.1486 -10.0939  0.278
H: -16.6405 -35.0646 -11.6068  0.319
H: -16.2267 -33.8924 -10.3240  0.249
H: -18.4871 -33.0583 -10.6100  0.137
C: -17.1938 -28.2799 -17.0792  -0.590
O: -17.2010 -27.6117 -15.8325  -0.503
H: -16.5652 -27.7126 -17.7672  0.302
H: -16.7573 -29.2784 -16.9836  0.213
H: -18.1900 -28.3059 -17.5302  0.281
H: -17.9643 -27.9953 -15.3880  0.100

# 3
Formula: C14H5N2S13SbSe4Tc
Source: the Open Molecules 2025 dataset
Level of theory: ωB97M-V/def2-TZVPD

Its net charge is -1. Its relative energy (zero: lowest compared OMol25 entry of this formula, charge and spin) is 81.2 kJ/mol. The HOMO-LUMO gap comes out at 5.2 eV.

Each line ends with the Mulliken charge.
Element x y z (Å)
Tc: 1.4017 1.7864 2.4793  -0.043
S: 1.3062 2.6731 -4.8164  -0.247
C: 0.9631 2.8137 -3.2197  0.079
S: -0.5958 2.5007 -2.5446  -0.013
C: -0.2250 2.9836 -0.9002  -0.200
C: 1.0598 3.3360 -0.6310  0.248
S: 1.7483 3.6901 0.9077  -0.217
S: 2.1101 3.3325 -2.0258  -0.049
S: -1.4408 2.8544 0.3092  -0.103
S: 5.7116 -4.0974 2.6389  -0.276
C: 4.7310 -2.7783 2.5991  0.098
S: 5.1662 -1.2906 1.8306  -0.090
C: 3.6920 -0.4266 2.1717  0.129
C: 2.7587 -1.1007 2.8705  0.211
S: 1.2476 -0.3612 3.2826  -0.218
S: 3.1500 -2.7437 3.2968  -0.099
S: 3.4093 1.1850 1.5929  -0.306
Se: -2.9368 3.5780 7.1260  -0.461
Sb: -0.9355 4.2465 6.1220  0.640
Se: 1.9549 3.5879 4.0632  -0.125
Se: 0.0573 2.3328 4.7293  0.189
Se: 0.4212 6.1056 6.4862  -0.415
S: 1.1789 -2.0756 -2.9058  -0.315
C: 0.3821 -1.3010 -1.6952  0.094
S: 1.1478 -0.2501 -0.5319  0.225
C: -0.4050 0.0792 0.1537  0.383
N: -1.3921 -0.5323 -0.3840  -0.790
N: -0.9562 -1.3174 -1.4076  0.777
C: -1.9574 -1.9926 -2.1700  0.260
C: -1.8369 -3.3484 -2.4257  -0.395
C: -2.8274 -3.9840 -3.1573  -0.602
C: -3.9246 -3.2712 -3.6196  -0.429
C: -4.0350 -1.9147 -3.3481  -0.627
C: -3.0480 -1.2673 -2.6225  -0.252
S: -0.6680 1.2392 1.4699  0.017
H: -0.9755 -3.8896 -2.0619  0.438
H: -2.7408 -5.0427 -3.3638  0.358
H: -4.6940 -3.7735 -4.1915  0.372
H: -4.8890 -1.3553 -3.7069  0.357
H: -3.1139 -0.2106 -2.4002  0.397

The evaluated largest force on an atom for the records listed, in turn: 8.66 1.60 0.61 eV Å⁻¹.
The evaluated HOMO for the records listed, in turn: -8.89 -8.80 -5.16 eV.
The evaluated E for the records listed, in turn: -3153.859804 -1620.130017 -15749.403527 Eh.